1.
{
  "formula": "C3H7NO2",
  "method": "the ωB97M-V functional and the def2-TZVPD basis",
  "elements": ["H", "N", "C", "O", "C", "C", "O", "H", "H", "H", "H", "H", "H"],
  "xyz": [[0.88, -2.54, 0.76], [0.61, -1.62, 0.42], [-0.64, -1.55, 0.22], [-1.26, -0.48, -0.26], [-0.45, 0.57, -0.84], [0.24, 1.48, 0.17], [1.48, 1.03, 0.65], [-1.37, -2.35, 0.41], [-1.17, 1.14, -1.42], [0.30, 0.11, -1.50], [-0.47, 1.70, 0.98], [0.44, 2.43, -0.35], [1.40, 0.06, 0.76]],
  "max_force_ev_per_a": 0.445,
  "e_above_lowest_kcal_mol": 36.2,
  "homo_lumo_gap_ha": 0.397,
  "e_homo_ha": -0.365
}

2.
{
  "formula": "C9H12O",
  "method": "the ωB97M-V functional and the def2-TZVPD basis",
  "elements": ["C", "C", "C", "C", "C", "C", "C", "C", "C", "O", "H", "H", "H", "H", "H", "H", "H", "H", "H", "H", "H", "H"],
  "xyz": [[-1.45, 2.56, 1.53], [-1.14, 1.75, 0.65], [-0.97, -1.79, 0.02], [0.27, -1.90, -0.76], [-1.70, -0.51, -0.35], [1.29, -0.80, -0.31], [-0.94, 0.70, -0.24], [1.01, 0.62, -0.46], [1.80, 1.56, 0.35], [0.00, 0.92, -1.33], [-1.91, 3.17, 2.14], [-1.69, -2.67, -0.04], [-0.78, -1.56, 1.14], [0.79, -2.78, -0.67], [0.10, -1.83, -1.80], [-2.20, -0.44, -1.41], [-2.62, -0.58, 0.23], [1.60, -0.96, 0.76], [2.26, -0.89, -0.93], [1.68, 1.80, 1.38], [1.78, 2.53, -0.06], [2.81, 1.09, 0.15]],
  "max_force_ev_per_a": 6.107,
  "e_above_lowest_kcal_mol": 128.8,
  "homo_lumo_gap_ha": [0.290, 0.291],
  "e_homo_ha": [-0.263, -0.263]
}

3.
{
  "formula": "C13H15NOV",
  "method": "the ωB97M-V functional and the def2-TZVPD basis",
  "elements": ["V", "C", "C", "C", "C", "C", "C", "C", "H", "H", "H", "H", "H", "H", "H", "H", "O", "C", "C", "C", "C", "C", "C", "N", "H", "H", "H", "H", "H", "H", "H"],
  "xyz": [[0.19, 0.62, -0.21], [-1.22, 3.82, -0.46], [-0.10, 2.84, -0.21], [0.78, 2.56, -1.21], [1.91, 1.70, -1.01], [2.24, 1.36, 0.34], [1.28, 1.48, 1.31], [0.03, 2.18, 1.07], [-0.80, 4.86, -0.36], [-2.02, 3.73, 0.28], [-1.63, 3.73, -1.47], [0.63, 2.92, -2.19], [2.59, 1.59, -1.84], [3.17, 0.90, 0.61], [1.47, 1.11, 2.30], [-0.70, 2.44, 1.84], [-1.69, -0.29, -0.91], [-2.07, -1.60, -0.58], [-0.96, -2.29, 0.02], [-0.91, -3.69, 0.10], [0.26, -4.31, 0.51], [1.29, -3.50, 0.88], [1.17, -2.14, 0.81], [0.06, -1.50, 0.40], [-2.49, 0.16, -1.17], [-2.34, -2.16, -1.46], [-2.93, -1.55, 0.11], [-1.78, -4.22, -0.30], [0.41, -5.40, 0.56], [2.21, -3.95, 1.20], [1.96, -1.41, 1.03]],
  "max_force_ev_per_a": 6.624,
  "e_above_lowest_kcal_mol": 24.6,
  "homo_lumo_gap_ha": [0.331, 0.272],
  "spin_multiplicity": 4,
  "s2": 3.761,
  "charge": 2,
  "e_homo_ha": [-0.607, -0.607]
}

4.
{
  "formula": "C9H20S",
  "method": "the ωB97M-V functional and the def2-TZVPD basis",
  "elements": ["C", "C", "C", "S", "C", "C", "H", "H", "H", "H", "H", "H", "H", "H", "H", "H", "C", "C", "C", "C", "H", "H", "H", "H", "H", "H", "H", "H", "H", "H"],
  "xyz": [[3.05, 0.07, -1.37], [3.75, -0.50, -0.14], [3.69, 0.45, 1.05], [4.54, 2.02, 0.72], [3.62, 2.47, -0.77], [3.68, 1.38, -1.85], [1.99, 0.25, -1.13], [3.10, -0.67, -2.19], [4.81, -0.73, -0.37], [3.26, -1.46, 0.15], [4.20, 0.02, 1.94], [2.64, 0.67, 1.33], [4.07, 3.41, -1.13], [2.57, 2.68, -0.49], [3.14, 1.74, -2.75], [4.73, 1.21, -2.13], [1.01, 4.56, 2.09], [0.36, 3.23, 2.47], [0.96, 2.62, 3.74], [0.32, 1.29, 4.11], [0.56, 4.97, 1.17], [2.09, 4.42, 1.92], [0.87, 5.29, 2.91], [-0.72, 3.37, 2.62], [0.50, 2.51, 1.64], [2.05, 2.48, 3.59], [0.83, 3.35, 4.57], [0.46, 0.56, 3.30], [-0.76, 1.43, 4.28], [0.77, 0.88, 5.03]],
  "max_force_ev_per_a": 0.543,
  "e_above_lowest_kcal_mol": 0.0,
  "homo_lumo_gap_ha": 0.346,
  "e_homo_ha": -0.312
}

DFT total energy for every record listed, in sequence, given in Ha: -323.72333, -425.16549, -1577.78007, -753.10729.